Here is a structure of composition C8H11NO2S4SbTc from OMol25. Energies are from ωB97M-V/def2-TZVPD.

**2S+1**: 4
**Total charge**: -1
**Frontier orbital gap (spin up / spin down)**: 7.643 / 6.454 eV
**ΔE to the lowest compared entry with this formula, charge and spin**: 0.0 kJ/mol
**LUMO energy (spin up / spin down)**: 0.1010 / 0.0553 Ha
**E_tot**: -66141.299 eV
**Highest occupied orbital energy (spin up / spin down)**: -4.89 / -4.95 eV
**Expectation value of S²**: 3.782

CARTESIAN COORDINATES (ANGSTROEM)
Tc -0.87 -0.44 -0.56
C -1.05 1.86 -0.29
C -1.37 1.55 -1.65
C -2.53 0.75 -1.65
C -2.92 0.51 -0.30
C -2.02 1.25 0.53
H -0.18 2.40 0.03
H -0.78 1.84 -2.50
H -3.00 0.29 -2.51
H -3.71 -0.14 0.04
H -2.02 1.24 1.61
N 1.91 0.85 1.80
C 2.81 -0.12 1.17
C 3.17 0.35 -0.24
C 1.91 0.58 -1.04
O 1.70 1.62 -1.64
O 1.10 -0.44 -0.99
H 2.43 1.64 2.17
H 1.41 0.42 2.57
H 2.27 -1.06 1.09
H 3.72 -0.30 1.74
H 3.77 -0.43 -0.73
H 3.75 1.27 -0.21
S -4.23 -2.88 0.75
Sb -2.04 -3.33 0.41
S -0.70 -1.58 1.46
S -1.39 -2.34 -1.75
S -1.11 -5.35 0.70